23
Properties=species:S:1:pos:R:3:mulliken_charge:R:1 method="wB97M-V/def2-TZVPD" largest_force_ev_per_a=2.81 homo_lumo_gap_ev=9.810 mol_weight_g_mol=133.26 charge=0 spin_multiplicity=1 e_above_lowest_kcal_mol=27.9 smiles=CCNCCCCS
C -1.21764 2.49594 2.38395 -0.935
C -0.32764 2.05467 1.20749 -0.274
N -0.95646 1.16960 0.21497 -0.363
C 0.03024 0.32732 -0.41284 -0.294
C -0.59710 -0.95135 -1.08360 -0.909
C 0.23903 -2.24177 -1.03383 -0.636
C 1.72890 -2.18263 -1.01919 -0.513
S 2.49204 -1.12771 -2.26363 -0.189
H -1.80956 3.38909 2.04240 0.234
H -0.78068 2.71758 3.40599 0.305
H -1.84384 1.60849 2.56059 0.286
H 0.02596 2.90766 0.61438 0.247
H 0.60095 1.54852 1.61912 0.252
H -1.66611 0.58272 0.68444 0.262
H 0.70406 -0.09736 0.45029 0.203
H 0.59525 0.87863 -1.15615 0.253
H -0.93921 -0.66226 -2.10180 0.287
H -1.50932 -1.16968 -0.52601 0.461
H -0.11588 -2.83280 -1.91074 0.296
H -0.03381 -2.78398 -0.12001 0.288
H 1.99452 -1.81509 -0.03991 0.354
H 2.06570 -3.32267 -1.04538 0.332
H 1.32062 -0.49291 -2.47053 0.052